C26H30Br2N4O8PRb | the ωB97M-V functional and the def2-TZVPD basis

Last column: Löwdin charge in e.
CARTESIAN COORDINATES (ANGSTROEM)
Rb1 -0.30022 0.86155 0.01573  0.717
O1 -2.60286 3.48699 -1.61718  -0.122
C1 -2.83478 4.57774 -0.75302  -0.245
C2 -2.86729 4.19867 0.71824  -0.197
N1 -1.64912 3.60853 1.25267  -0.170
C3 -0.49002 4.47676 1.08271  -0.114
C4 0.17269 4.47607 -0.31311  -0.676
O2 0.89347 5.44842 -0.57398  -0.027
O3 -0.04153 3.47050 -1.06142  -0.185
C5 -1.87240 3.28775 2.65777  -0.133
C6 -0.90351 2.27809 3.31344  -0.704
O4 -1.17109 2.00761 4.50486  -0.073
O5 0.01650 1.79145 2.61307  -0.167
H1 -1.62688 3.32598 -1.52908  0.036
H2 -3.81202 5.00260 -1.00405  0.112
H3 -2.08773 5.36168 -0.92330  0.117
H4 -3.67814 3.48053 0.87430  0.111
H5 -3.13235 5.12283 1.27537  0.121
H6 0.28017 4.13868 1.77780  0.123
H7 -0.72655 5.52280 1.33981  0.124
H8 -2.86287 2.83670 2.75710  0.116
H9 -1.88290 4.19378 3.28777  0.123
O6 5.92523 -3.91733 -3.46518  -0.064
C7 4.88738 -4.45510 -3.03171  -0.698
O7 4.62540 -5.66094 -2.84667  -0.068
C8 3.73722 -3.47525 -2.68119  -0.100
C9 2.52434 -3.94268 -2.19507  0.033
C10 1.51032 -3.03727 -1.89662  -0.209
N2 1.64601 -1.72221 -2.06108  0.178
C11 2.81712 -1.26713 -2.49502  -0.212
C12 3.88072 -2.10555 -2.82789  0.036
C13 2.95597 0.21810 -2.54327  -0.232
C14 4.14072 0.82418 -2.13692  -0.026
C15 4.18912 2.20971 -2.05932  -0.075
C16 3.07047 2.94587 -2.40506  -0.056
C17 1.95124 2.25073 -2.85122  -0.144
N3 1.88341 0.92613 -2.91188  0.122
C18 0.20544 -3.51957 -1.36020  -0.213
C19 0.15344 -4.65025 -0.54176  -0.025
C20 -1.07048 -5.07625 -0.06050  -0.095
C21 -2.20876 -4.36136 -0.39825  -0.081
C22 -2.05580 -3.24748 -1.21021  -0.165
N4 -0.88961 -2.83457 -1.68665  0.133
H10 2.40816 -5.01226 -2.08376  0.109
H11 4.81957 -1.72889 -3.21145  0.114
H12 4.98595 0.21933 -1.83782  0.108
H13 5.08929 2.70128 -1.70813  0.099
H14 3.02284 4.02195 -2.29943  0.103
H15 1.05949 2.79483 -3.12608  0.100
H16 1.06267 -5.17319 -0.27869  0.109
H17 -1.13218 -5.94795 0.58090  0.100
H18 -3.18925 -4.64595 -0.03835  0.093
H19 -2.92072 -2.65403 -1.48963  0.062
Br1 -2.35655 0.11781 -3.09884  0.630
C23 -3.87572 0.72494 -2.08895  -1.037
Br2 -3.90521 0.00948 -0.29679  0.599
H20 -4.77451 0.39666 -2.59211  -0.009
H21 -3.77065 1.80050 -2.00049  -0.038
C24 -1.89452 -1.13276 4.02079  -0.159
P1 -0.57770 -1.77205 2.97344  0.517
C25 -0.54244 -3.55990 3.27688  -0.184
C26 0.93513 -1.11381 3.67988  -0.165
O8 -0.74870 -1.47448 1.52200  -0.482
H22 -1.84052 -1.56210 5.02290  0.052
H23 -2.85749 -1.37007 3.56606  0.052
H24 -1.77511 -0.04657 4.10422  0.028
H25 -0.39507 -3.78416 4.33427  0.043
H26 0.26742 -3.99149 2.68803  0.045
H27 -1.48424 -3.98945 2.93302  0.043
H28 1.02247 -1.34759 4.74172  0.054
H29 0.87531 -0.02722 3.54192  0.033
H30 1.79278 -1.51036 3.13462  0.057

HOMO-LUMO gap: 7.05 eV
HOMO level: -3.553 eV
Multiplicity: 1
Total charge: -2
Lowest unoccupied orbital energy: 3.49 eV
Energy above the lowest of the compared OMol25 structures with the same formula, charge and spin: 19.4 kJ/mol

C2H8OS2Si | the ωB97M-V functional and the def2-TZVPD basis

Last column: Löwdin charge in e.
CARTESIAN COORDINATES (ANGSTROEM)
C1 -1.20501 -0.90937 -1.60824  -0.119
C2 -0.76314 0.55468 1.82594  -0.171
O1 1.45539 -0.82178 0.76566  -0.784
Si1 0.29671 0.27894 0.28083  0.242
S1 3.00858 -0.92316 0.12177  0.716
S2 1.34177 1.86330 -0.70361  0.448
H1 -1.63829 -1.84832 -1.07309  0.001
H2 -1.93953 -0.11443 -1.82228  -0.047
H3 -0.69394 -1.18005 -2.53802  -0.043
H4 -1.40755 -0.09586 2.22772  -0.021
H5 0.09861 0.90393 2.55409  0.090
H6 -1.33363 1.41536 1.60783  0.000
H7 2.66537 -1.54493 -1.04461  -0.115
H8 0.11467 2.42170 -0.59399  -0.197

HOMO-LUMO gap (alpha / beta): 8.68 / 8.68 eV
HOMO level (alpha / beta): -8.286 / -8.285 eV
Multiplicity: 1
Lowest unoccupied orbital energy (alpha / beta): 0.39 / 0.39 eV
Energy above the lowest of the compared OMol25 structures with the same formula, charge and spin: 215.2 kJ/mol

C13H26BaN6O6 | the ωB97M-V functional and the def2-TZVPD basis

Last column: Löwdin charge in e.
CARTESIAN COORDINATES (ANGSTROEM)
O1 2.18617 1.43670 -2.65827  -0.334
H1 2.64330 1.48730 -3.51293  0.103
Ba1 -0.13351 1.29943 -1.37087  1.983
N1 -1.04458 -1.55827 -0.74442  -0.147
N2 -1.05963 -0.56590 -3.03246  -0.338
N3 0.63919 0.57337 1.34553  -0.037
N4 1.98764 2.32772 0.02489  -0.128
O2 -0.89723 -2.14280 0.41107  -0.290
O3 0.07980 -0.42211 2.10402  -0.067
O4 2.88432 3.17815 -0.63284  -0.070
O5 -1.28925 0.47700 -3.75365  -0.400
C1 -2.12295 -1.39551 -2.79837  -0.334
C2 -2.10453 -1.97444 -1.50045  -0.308
C3 1.29254 1.47199 2.09391  -0.276
C4 1.97714 2.50907 1.34130  -0.272
C5 -3.21246 -2.82558 -0.98418  -0.042
H2 -3.95288 -2.22114 -0.43411  0.075
H3 -2.81859 -3.59238 -0.30880  0.074
H4 -3.73949 -3.31950 -1.80878  0.064
C6 -3.24688 -1.51256 -3.75421  -0.060
H5 -2.90168 -1.30822 -4.77473  0.077
H6 -4.05112 -0.79705 -3.51590  0.084
H7 -3.68164 -2.51890 -3.72530  0.065
C7 1.30874 1.44221 3.58745  -0.023
C8 2.65085 3.65369 2.01553  -0.019
H8 1.39057 0.41627 3.96097  0.087
H9 0.38481 1.87830 3.99507  0.100
H10 2.14568 2.02569 3.98405  0.074
H11 2.73826 4.50679 1.33572  0.084
H12 3.65788 3.37714 2.36035  0.106
H13 2.07671 3.96193 2.89827  0.087
H14 -0.27478 -1.07789 1.40279  0.025
H15 2.93863 2.76220 -1.52679  0.071
C9 2.21573 -0.01378 -2.16061  -0.152
H16 1.35506 -0.57379 -2.56937  0.046
H17 2.22860 -0.01570 -1.05884  0.048
H18 3.14981 -0.46588 -2.52343  0.100
O6 1.91248 -2.84519 0.53685  -0.096
H19 2.21768 -2.54440 1.40914  0.025
H20 0.94041 -2.68174 0.55048  -0.007
C10 -3.75280 0.43872 1.30403  0.004
C11 -3.26813 1.81010 1.04173  -0.390
N5 -2.23597 2.20150 0.30051  -0.053
C12 -2.17343 3.59080 0.40520  -0.165
C13 -3.21348 4.03323 1.18468  -0.087
N6 -3.89146 2.89071 1.57988  0.093
H21 -3.96043 0.32376 2.37996  0.093
H22 -4.68020 0.25565 0.73572  0.095
H23 -2.98503 -0.28211 0.99950  0.071
H24 -1.40006 4.16018 -0.09267  0.089
H25 -3.50033 5.03208 1.47281  0.107
H26 -4.71932 2.83839 2.16605  0.165

HOMO-LUMO gap (alpha / beta): 4.98 / 4.98 eV
HOMO level (alpha / beta): -5.273 / -5.272 eV
Multiplicity: 1
Lowest unoccupied orbital energy (alpha / beta): -0.30 / -0.30 eV
Energy above the lowest of the compared OMol25 structures with the same formula, charge and spin: 0.0 kJ/mol

C30H37F5MoNO5SbSe | the ωB97M-V functional and the def2-TZVPD basis

Last column: Mulliken spin population.
CARTESIAN COORDINATES (ANGSTROEM)
Mo1 -0.24897 -0.25032 1.13119  1.837
F1 -2.06636 4.67420 -2.98478  0.000
C1 -1.58856 3.53897 -2.47889  0.004
C2 -0.55832 3.56062 -1.56504  -0.004
F2 -0.02885 4.72031 -1.18325  0.000
C3 -0.07197 2.37488 -1.05967  0.002
F3 0.93855 2.42665 -0.17945  0.001
C4 -0.59393 1.13644 -1.41101  0.020
O1 -0.13711 -0.01906 -0.85579  0.012
C5 -1.60764 1.15096 -2.35257  -0.001
F4 -2.13802 -0.00639 -2.76713  -0.001
C6 -2.10733 2.32535 -2.87609  -0.003
F5 -3.09491 2.28613 -3.77144  0.000
O2 -2.25253 0.63216 0.77153  0.007
Se1 -2.23810 1.12702 2.38289  0.025
O3 -3.67238 1.12505 3.10417  0.000
O4 -1.28799 -0.23895 2.86573  0.031
O5 -1.29737 2.43874 2.50381  0.006
C7 5.10106 -1.89821 -0.52790  -0.007
C8 3.91011 -1.74060 -1.22725  0.002
C9 2.78070 -1.25566 -0.59030  0.008
C10 2.82390 -0.92863 0.76437  0.072
C11 4.02366 -1.04796 1.45822  -0.004
C12 5.15129 -1.53904 0.81127  0.005
N1 1.63946 -0.42912 1.37856  0.053
C13 1.67946 0.13629 2.71359  0.047
C14 1.54142 1.50326 2.88540  -0.030
C15 1.45489 2.03288 4.16952  0.002
C16 1.56813 1.20388 5.26619  0.008
C17 1.77540 -0.16836 5.09171  0.000
C18 1.82345 -0.69923 3.82527  -0.002
H1 5.98296 -2.28444 -1.02563  0.000
H2 3.86184 -1.98847 -2.28226  0.000
H3 1.86587 -1.09047 -1.13942  0.013
H4 4.08338 -0.75409 2.49815  0.002
H5 6.07925 -1.63309 1.36438  0.000
H6 1.48016 2.15069 2.02373  -0.022
H7 1.29101 3.09373 4.29523  0.000
H8 1.50075 1.61619 6.26520  0.001
H9 1.88243 -0.81848 5.95127  0.000
H10 1.97448 -1.76079 3.67443  -0.005
C19 0.50786 -3.84653 -0.49272  -0.004
C20 -0.96728 -3.71130 -0.88079  -0.021
C21 -1.57377 -5.11269 -1.10123  -0.001
C22 -1.08048 -2.89386 -2.17180  0.006
Sb1 -1.86758 -2.45427 0.69350  -0.010
C23 -4.00636 -2.20430 0.25207  -0.008
C24 -4.71300 -1.63352 1.47369  -0.001
C25 -4.12449 -1.22544 -0.91199  -0.003
C26 -4.60395 -3.54967 -0.12893  -0.003
C27 -1.67172 -3.66012 2.53738  -0.048
C28 -1.77915 -5.15788 2.28173  0.000
C29 -2.72040 -3.24822 3.57061  -0.011
C30 -0.28504 -3.33861 3.09633  0.045
H11 1.06806 -4.25772 -1.34221  -0.001
H12 0.65276 -4.52304 0.35219  0.001
H13 0.96239 -2.89157 -0.23997  -0.005
H14 -1.44498 -5.38663 -2.15659  0.000
H15 -2.63295 -5.19078 -0.88222  0.001
H16 -1.06293 -5.87329 -0.51289  0.000
H17 -0.56374 -3.43888 -2.97260  0.000
H18 -0.62237 -1.90797 -2.07691  -0.003
H19 -2.11753 -2.75407 -2.48804  -0.001
H20 -4.25374 -0.72513 1.86386  -0.001
H21 -4.79958 -2.35522 2.27808  0.000
H22 -5.73182 -1.36850 1.16027  0.000
H23 -3.68396 -0.25789 -0.67858  0.002
H24 -5.19410 -1.07155 -1.11305  0.001
H25 -3.66760 -1.60746 -1.82413  -0.001
H26 -4.40271 -4.33262 0.60570  0.001
H27 -4.27122 -3.88431 -1.11060  0.000
H28 -5.69302 -3.42270 -0.17663  -0.002
H29 -2.72977 -5.44421 1.82512  0.000
H30 -1.70709 -5.67735 3.24768  0.000
H31 -0.97066 -5.52813 1.65620  0.000
H32 -3.69468 -3.67896 3.34638  0.000
H33 -2.82326 -2.16825 3.67034  0.001
H34 -2.41037 -3.64115 4.54837  -0.001
H35 0.51558 -3.46047 2.36472  0.000
H36 -0.07539 -4.01915 3.93359  0.000
H37 -0.25175 -2.32340 3.48466  -0.014

HOMO-LUMO gap (alpha / beta): 7.21 / 7.95 eV
⟨S²⟩: 2.025
HOMO level (alpha / beta): -8.187 / -8.733 eV
Multiplicity: 3
Lowest unoccupied orbital energy (alpha / beta): -0.97 / -0.78 eV
Energy above the lowest of the compared OMol25 structures with the same formula, charge and spin: 69.9 kJ/mol

- What is the energy above the lowest of the compared OMol25 structures with the same formula, charge and spin in the second record?
  215.2 kJ/mol

- What is the energy above the lowest of the compared OMol25 structures with the same formula, charge and spin in the fourth record?
  69.9 kJ/mol

- Which value of multiplicity does entry 1 give?
  1